Entry 1:
Below is 12 unconnected molecules or ions with the total composition C24H48Cl24 at a distorted geometry, with properties calculated with ωB97M-V/def2-TZVPD.

Geometry (Å):
Cl: 3.49483 4.00438 -0.10117
C: 3.01133 3.24193 1.47845
C: 3.66212 3.96398 2.63181
Cl: 3.04775 5.59075 2.74432
H: 3.34028 2.20323 1.51041
H: 1.92732 3.15614 1.55371
H: 4.74848 3.90738 2.56312
H: 3.39461 3.48058 3.57142
Cl: 4.02224 -2.15126 2.81819
C: 2.45155 -2.33428 3.71402
C: 2.56347 -1.54991 4.99577
Cl: 2.65669 0.17653 4.61614
H: 2.26655 -3.40463 3.80468
H: 1.71100 -1.88117 3.05494
H: 3.35820 -1.68821 5.72883
H: 1.63288 -1.73575 5.53203
Cl: 1.05798 -4.40558 1.11027
C: 2.35207 -3.71698 0.01748
C: 3.62251 -4.61462 0.07086
Cl: 3.29464 -6.20934 -0.55997
H: 2.52982 -2.70524 0.38201
H: 1.96596 -3.54141 -0.98661
H: 3.93546 -4.63183 1.11482
H: 4.52883 -4.34543 -0.47156
Cl: -3.79389 -3.51462 4.46041
C: -2.10301 -3.07595 4.74191
C: -1.85683 -1.57384 4.74745
Cl: -1.69948 -0.77521 3.09961
H: -1.52867 -3.52117 3.92949
H: -1.83728 -3.53446 5.69440
H: -1.04677 -1.31401 5.42892
H: -2.74393 -1.10743 5.17595
Cl: -6.26081 -0.51253 -0.86803
C: -6.27814 -0.91121 -2.58219
C: -5.24588 -0.04483 -3.29857
Cl: -3.61001 -0.22582 -2.47378
H: -7.32866 -0.90584 -2.87284
H: -5.95755 -1.95293 -2.59423
H: -5.44740 1.01731 -3.43765
H: -5.08671 -0.51411 -4.26942
Cl: 0.90765 8.46570 -1.85305
C: 1.31852 6.89727 -1.05837
C: 0.20504 5.80288 -1.38840
Cl: 0.30319 5.57876 -3.18163
H: 1.29904 7.04708 0.02111
H: 2.35271 6.69607 -1.33779
H: -0.80945 6.11286 -1.13772
H: 0.47064 4.83372 -0.96617
Cl: 5.13394 -0.06805 0.34341
C: 5.27417 0.63494 -1.26326
C: 3.97819 0.36765 -2.03236
Cl: 3.73696 -1.36059 -2.16283
H: 6.09066 0.15790 -1.80538
H: 5.43214 1.71277 -1.22535
H: 4.11107 0.78493 -3.03052
H: 3.05196 0.73130 -1.58743
Cl: 1.72345 -3.54135 -4.23139
C: 0.08154 -3.06913 -3.70341
C: -0.82536 -3.69125 -4.79355
Cl: -2.46298 -3.24107 -4.27236
H: 0.11078 -1.97973 -3.72461
H: -0.16047 -3.44764 -2.71030
H: -0.71378 -4.77502 -4.82646
H: -0.81742 -3.29548 -5.80913
Cl: -3.71123 -5.59930 -0.70663
C: -4.46780 -4.02364 -0.43303
C: -3.55969 -3.25146 0.43114
Cl: -1.92165 -3.20086 -0.22573
H: -5.43767 -4.17713 0.04016
H: -4.56292 -3.56284 -1.41624
H: -3.43183 -3.72376 1.40514
H: -3.95679 -2.23809 0.49036
Cl: -0.58721 4.81423 2.16096
C: -0.81939 3.11284 2.57407
C: -0.86702 2.96450 4.16185
Cl: 0.69880 3.35887 4.90842
H: 0.00969 2.60031 2.08617
H: -1.77638 2.87461 2.10985
H: -1.11398 1.95047 4.47624
H: -1.49736 3.69759 4.66517
Cl: 1.63070 0.04111 0.94658
C: 0.39038 -0.50494 -0.20454
C: -0.89262 0.41212 -0.12488
Cl: -0.53532 2.01418 -0.79719
H: 0.07147 -1.47982 0.16424
H: 0.80586 -0.60170 -1.20760
H: -1.34233 0.41181 0.86803
H: -1.71193 -0.06897 -0.65911
Cl: -2.68964 3.75083 -4.91285
C: -2.00680 2.28072 -4.24498
C: -0.48095 2.34429 -4.20890
Cl: 0.16640 0.82101 -3.64301
H: -2.49439 1.42109 -4.70474
H: -2.36429 2.23869 -3.21613
H: -0.01074 3.12562 -3.61181
H: -0.07713 2.50077 -5.20917

- net charge = +1
- HOMO (alpha / beta) (eV) = -12.179 / -12.178
- LUMO energy (alpha / beta) (eV) = -2.13 / -9.61
- Kohn-Sham gap (alpha / beta) (eV) = 10.05 / 2.57
- 2S+1 = 2
- relative energy (zero: lowest compared OMol25 entry of this formula, charge and spin) (kcal per mole) = 7.8

Atomic partial charges in e from the Löwdin method, atoms 1 to 8: Cl 0.5456; C -0.6426; C -0.6907; Cl 0.5750; H 0.0201; H 0.0197; H 0.0848; H 0.0440

Entry 2:
Below is a molecular structure, C24H48F6N6O7RbS2 at a distorted geometry, with properties calculated with ωB97M-V/def2-TZVPD.

Geometry (Å):
Rb: 0.12529 2.00865 -0.02281
C: 0.39216 -2.40666 -5.60454
C: 1.09031 -2.78280 -4.22035
N: 1.49609 -1.67601 -3.16968
C: 2.61008 -0.79148 -3.75587
C: 0.29614 -0.78780 -2.78357
C: -0.89406 -1.66526 -2.27742
C: 1.90008 -2.38304 -1.84741
C: 3.25534 -3.17055 -1.99061
O: 3.30226 -4.22677 -2.93850
C: 4.35193 -5.08637 -2.51714
H: -0.27779 -3.18046 -5.97937
H: 1.04771 -2.37019 -6.47460
H: -0.13956 -1.46810 -5.44806
H: 2.03721 -3.27240 -4.44794
H: 0.41158 -3.46820 -3.71275
H: 3.39065 -1.46118 -4.11685
H: 2.92704 -0.08473 -2.98896
H: 2.27095 -0.11839 -4.54330
H: 0.04190 -0.21644 -3.67633
H: 0.66024 -0.10295 -2.01774
H: -1.39849 -2.13128 -3.12387
H: -1.75696 -1.03152 -2.07283
H: -0.80249 -2.34763 -1.43239
H: 1.13697 -3.08988 -1.52165
H: 2.11674 -1.78581 -0.96170
H: 3.50003 -3.37655 -0.94860
H: 4.05756 -2.46530 -2.20779
H: 4.08882 -5.81108 -1.74665
H: 5.30473 -4.60567 -2.29534
H: 4.50629 -5.87691 -3.25152
C: -0.42361 -1.80805 0.49694
F: 0.79647 -1.73249 -0.19549
F: -1.08885 -2.87672 0.09264
F: -0.27743 -1.86864 1.83893
S: -1.53129 -0.28274 0.07496
O: -1.04978 0.28896 -1.18432
O: -2.89451 -0.77924 0.13425
N: -1.11014 0.91623 1.23488
S: -2.35420 1.03207 2.14137
O: -3.59256 1.46181 1.45298
O: -2.66078 -0.12927 2.96514
C: -1.86165 2.40365 3.49476
F: -2.90155 2.63522 4.23092
F: -0.78155 1.89007 4.22977
F: -1.35136 3.51097 2.93152
C: 2.04543 2.78668 1.64160
O: 0.92145 3.01719 1.19662
N: 2.35078 2.73708 2.89156
C: 3.75230 2.58873 3.21326
C: 1.38794 2.81486 3.95086
H: 2.99219 2.76348 1.08006
H: 4.41852 2.61501 2.35096
H: 3.92989 1.67933 3.78734
H: 4.21637 3.37750 3.80534
H: 1.51564 1.98014 4.64008
H: 1.41572 3.72123 4.55569
H: 0.37461 2.58945 3.61852
C: 4.37827 -0.38029 1.29783
O: 4.36604 0.25421 0.25644
N: 3.33054 -1.06720 1.81213
C: 3.30606 -1.40361 3.28955
C: 2.09881 -1.46197 1.18707
H: 5.24354 -0.25448 1.96691
H: 2.65517 -0.69655 3.80385
H: 4.26281 -1.41665 3.81162
H: 2.90831 -2.41717 3.34046
H: 2.07910 -1.18266 0.13365
H: 1.93885 -2.53367 1.30529
H: 1.26845 -0.96217 1.68587
C: -3.59939 1.13052 -1.89509
C: -2.90408 -0.08137 -2.43420
C: -3.59192 -1.39135 -1.93626
C: -4.90767 -1.58309 -2.62414
N: -5.90762 -1.72545 -3.12250
H: -4.68051 0.99308 -1.87517
H: -3.47693 2.10721 -2.36325
H: -3.28239 1.19423 -0.85415
H: -1.88227 0.05630 -2.08055
H: -2.79571 -0.13696 -3.51738
H: -3.85484 -1.26349 -0.88619
H: -3.01747 -2.31181 -2.04054
C: -4.78148 3.00339 2.22335
C: -3.70860 4.07400 2.36587
C: -3.66287 4.89673 3.65724
C: -4.92799 5.61080 4.01041
N: -5.91808 6.18404 4.26282
H: -4.72975 2.41494 1.30730
H: -5.79439 3.40592 2.23202
H: -4.62750 2.28922 3.03227
H: -3.91010 4.78366 1.56345
H: -2.69415 3.69111 2.25462
H: -3.00185 5.76261 3.69475
H: -3.46520 4.31824 4.55967

- net charge = +1
- HOMO (eV) = -11.625
- LUMO energy (eV) = -2.62
- Kohn-Sham gap (eV) = 9.01

Atomic partial charges in e from the Löwdin method, atoms 1 to 8: Rb 1.4979; C -0.0282; C -0.0987; N -0.1879; C 0.0498; C -0.0837; C -0.1157; C -0.0563

Entry 3:
Below is a molecular structure, C24H48N6O2P2S3SbSn at a distorted geometry, with properties calculated with ωB97M-V/def2-TZVPD.

Geometry (Å):
Sn: -0.05558 0.77758 -0.68476
S: 1.93051 3.44865 0.72570
Sb: -2.67860 2.80170 -0.55320
S: -1.23923 2.12245 1.22263
S: -0.73586 2.86895 -1.98135
O: 2.31821 0.85847 -0.43832
P: 3.34768 0.93582 0.63668
N: 4.83422 1.10339 0.03003
C: 5.10874 0.30684 -1.21741
C: 6.53140 -0.19182 -1.02402
C: 7.19496 0.97950 -0.30902
C: 6.12458 1.46773 0.67539
N: 3.04200 2.48068 1.41569
C: 2.84824 5.02720 0.62842
C: 4.07603 5.01340 1.51658
C: 3.75324 4.35851 2.85049
C: 3.66764 2.84279 2.70565
N: 3.16083 -0.28832 1.66768
C: 4.06149 -0.68122 2.77671
C: 3.10115 -1.14184 3.87203
C: 2.01891 -1.85440 3.07578
C: 1.82987 -0.95144 1.85444
H: 5.00273 0.95288 -2.09677
H: 4.38494 -0.49496 -1.33441
H: 6.99201 -0.42864 -1.97932
H: 6.54602 -1.08592 -0.40070
H: 7.42444 1.78080 -1.01305
H: 8.11918 0.72066 0.19759
H: 6.18091 2.55048 0.83373
H: 6.24138 0.96882 1.63812
H: 2.12789 5.79266 0.90528
H: 3.04950 5.11042 -0.44569
H: 4.40314 6.04669 1.64917
H: 4.89615 4.50146 1.00630
H: 2.81697 4.76603 3.23666
H: 4.50762 4.58259 3.60719
H: 3.06906 2.38094 3.49877
H: 4.66272 2.39654 2.72493
H: 4.68518 0.15661 3.08955
H: 4.72469 -1.48808 2.45807
H: 2.70047 -0.28567 4.41564
H: 3.58000 -1.77938 4.60265
H: 1.09029 -1.99891 3.61378
H: 2.35701 -2.84023 2.76120
H: 1.05261 -0.20043 2.05936
H: 1.55888 -1.50226 0.94894
O: -2.62268 0.59718 -1.04579
P: -3.49719 -0.66561 -1.20366
N: -5.05025 -0.17729 -1.30107
C: -5.67356 0.63792 -0.22136
C: -7.10497 0.10741 -0.13681
C: -7.40123 -0.25816 -1.58820
C: -6.09523 -0.88274 -2.07732
N: -2.99769 -1.38014 -2.57173
C: -2.85374 -0.54958 -3.80730
C: -3.21283 -1.51794 -4.93267
C: -2.71694 -2.85400 -4.39636
C: -3.12701 -2.80801 -2.92609
N: -3.24221 -1.59804 0.11622
C: -4.13894 -2.67783 0.56938
C: -3.19959 -3.82345 0.93265
C: -2.00372 -3.07752 1.52963
C: -1.87126 -1.82838 0.65509
H: -5.68298 1.69871 -0.50238
H: -5.12344 0.52903 0.70805
H: -7.78980 0.84378 0.27803
H: -7.15580 -0.77815 0.49432
H: -7.63504 0.64574 -2.15834
H: -8.24328 -0.93489 -1.71627
H: -5.93659 -0.74506 -3.14921
H: -6.08737 -1.94928 -1.85979
H: -1.81877 -0.18767 -3.89641
H: -3.50095 0.32892 -3.78130
H: -2.75734 -1.22636 -5.87965
H: -4.28743 -1.54875 -5.07971
H: -1.63125 -2.92004 -4.49009
H: -3.13620 -3.71435 -4.91209
H: -2.50345 -3.43323 -2.28732
H: -4.16283 -3.13986 -2.82342
H: -4.86031 -2.94727 -0.20192
H: -4.71598 -2.35309 1.44194
H: -2.90321 -4.36418 0.03029
H: -3.66506 -4.53576 1.61481
H: -1.07861 -3.65115 1.53499
H: -2.22379 -2.78235 2.55183
H: -1.16429 -2.01481 -0.16995
H: -1.54142 -0.95154 1.23613

- net charge = +2
- HOMO (alpha / beta) (eV) = -12.812 / -12.807
- LUMO energy (alpha / beta) (eV) = -5.02 / -8.04
- Kohn-Sham gap (alpha / beta) (eV) = 7.79 / 4.77
- 2S+1 = 2
- relative energy (zero: lowest compared OMol25 entry of this formula, charge and spin) (kcal per mole) = 0.0

Atomic partial charges in e from the Löwdin method, atoms 1 to 8: Sn 0.7257; S 1.0698; Sb 0.8352; S -0.1835; S -0.1591; O -0.5033; P 0.5101; N -0.1661